--- w ---
The following is a DFT calculation (ωB97M-V/def2-TZVPD) of a 2-piece molecular cluster, C5H7N2 overall.

Calculated values
Charge: +1
Highest occupied orbital energy: -14.1461 eV
2S+1: 1

Last column: Mulliken charge in e.
Positions of all 14 atoms, in Å:
C  0.641  0.695  1.880  -0.368
C  1.088  -0.227  2.508  -0.341
C  -1.290  0.431  -1.041  -0.048
C  0.593  -0.778  -0.668  -0.066
C  0.957  0.392  -1.482  -0.144
N  -0.828  -0.676  -0.466  0.030
N  -0.220  1.017  -1.624  0.073
H  0.305  1.580  1.361  0.436
H  -2.347  0.765  -0.764  0.347
H  0.680  -1.736  -1.139  0.352
H  1.114  -0.838  0.333  0.024
H  1.240  -1.062  3.205  0.371
H  -1.427  -1.349  0.011  0.218
H  -0.506  1.787  -2.115  0.117



--- x ---
The following is a DFT calculation (ωB97M-V/def2-TZVPD) of an isolated ion of composition C5H7N2 and charge +1.

Calculated values
Charge: +1
Highest occupied orbital energy (spin up / spin down): -13.7027 / -13.5345 eV
SMILES: NCC1=C[NH+]=C=C1
2S+1: 1

Last column: Mulliken charge in e.
Positions of all 14 atoms, in Å:
N  1.930  -0.619  0.162  -0.527
C  1.274  0.600  -0.029  -0.430
C  -0.168  0.277  -0.159  0.737
C  -0.849  -0.950  0.375  -0.541
N  -2.185  -0.661  0.288  -0.056
C  -2.193  0.608  -0.118  -0.046
C  -1.153  1.252  -0.568  -0.529
H  1.903  -1.230  -0.667  0.212
H  2.878  -0.578  0.621  0.245
H  1.627  1.065  -0.937  0.349
H  1.562  1.200  0.729  0.411
H  -0.506  -1.864  0.896  0.411
H  -3.057  -1.280  0.472  0.322
H  -1.063  2.179  -1.065  0.441



--- y ---
The following is a DFT calculation (ωB97M-V/def2-TZVPD) of an isolated ion of composition C5H7N2 and charge +1.

Calculated values
Charge: +1
Highest occupied orbital energy: -14.1446 eV
2S+1: 1

Last column: Mulliken charge in e.
Positions of all 14 atoms, in Å:
C  -0.454  -0.544  0.509  0.449
C  1.675  -1.864  0.045  -0.217
C  0.906  -0.819  0.911  -0.425
C  -2.733  -0.576  -0.698  -0.597
C  2.529  0.476  -0.658  -0.719
N  -1.514  -0.593  -0.051  -0.014
N  1.916  -0.619  -0.115  0.281
H  1.323  -0.683  1.979  0.356
H  -3.358  -0.095  -0.010  0.322
H  -2.593  0.096  -1.601  0.296
H  -3.321  -1.481  -0.933  0.310
H  3.570  0.197  -1.196  0.307
H  2.717  1.194  0.130  0.304
H  1.996  0.836  -1.445  0.347



--- z ---
The following is a DFT calculation (ωB97M-V/def2-TZVPD) of a 2-piece molecular cluster, C5H7N2 overall.

Calculated values
Charge: +1
Highest occupied orbital energy: -12.3163 eV
2S+1: 1

Last column: Mulliken charge in e.
Positions of all 14 atoms, in Å:
C  -0.101  0.914  -1.300  0.596
C  1.096  1.123  -0.595  -1.123
C  -0.597  1.506  -2.389  0.459
C  -0.791  -0.012  -0.361  -1.054
C  0.415  0.203  0.588  0.101
N  -1.180  1.985  -3.300  -0.226
N  1.114  -0.978  0.858  -0.332
H  -2.048  0.712  -0.029  0.275
H  -1.097  -0.916  -0.753  0.391
H  0.177  0.709  1.496  0.460
H  -1.475  2.830  -3.599  0.295
H  1.709  -1.147  0.033  0.416
H  0.513  -1.849  0.975  0.353
H  1.790  -0.839  1.701  0.390



Q: Which of them is the most stable? A: x.



--- w ---
The following is a DFT calculation (ωB97M-V/def2-TZVPD) of C5H7N2 as an isolated structure.

Calculated values
Charge: +1
Highest occupied orbital energy: -14.1454 eV
2S+1: 1

Last column: Mulliken charge in e.
Positions of all 14 atoms, in Å:
C  2.161  -0.344  0.043  -0.230
C  1.218  -1.269  0.160  -0.334
C  0.307  1.043  -0.084  -0.021
C  -2.487  0.068  0.306  -0.684
C  -1.607  -0.550  -0.471  0.083
N  1.667  0.976  -0.076  -0.061
N  -0.277  -0.123  -0.184  -0.189
H  3.291  -0.361  0.012  0.346
H  0.967  -2.203  0.495  0.479
H  -0.324  1.881  -0.148  0.431
H  -3.585  -0.166  0.213  0.271
H  -2.198  0.801  1.162  0.241
H  -1.558  -1.354  -1.183  0.411
H  2.425  1.601  -0.247  0.258



--- x ---
The following is a DFT calculation (ωB97M-V/def2-TZVPD) of an isolated ion of composition C5H7N2 and charge +1.

Calculated values
Charge: +1
Highest occupied orbital energy: -14.3036 eV
SMILES: C#C[C@H](N)C#[N+]C
2S+1: 1

Last column: Mulliken charge in e.
Positions of all 14 atoms, in Å:
C  -1.305  -1.862  -2.037  0.081
C  -0.982  -0.748  -1.636  -0.687
C  -0.492  0.870  -1.149  0.223
N  0.581  1.414  -1.859  -0.520
C  -0.224  0.530  0.201  0.071
N  0.075  0.167  1.253  0.178
C  0.376  -0.287  2.516  -0.596
H  -1.576  -2.803  -2.424  0.458
H  -1.415  1.449  -1.245  0.323
H  0.345  1.729  -2.789  0.270
H  1.429  0.864  -1.864  0.255
H  0.438  0.552  3.213  0.310
H  -0.393  -0.986  2.849  0.317
H  1.344  -0.793  2.479  0.316



Q: Which of them is the most stable? A: w.